Molecular formula: C33H62AuClGeO9SSi
Method: DFT, ωB97M-V/def2-TZVPD

Element x y z (Å)
Au (-2.26, -2.15, 1.19)
C (-2.03, -1.01, -2.38)
C (-0.55, -1.31, -2.15)
C (-0.11, -2.50, -2.98)
C (0.28, -0.08, -2.46)
O (-0.43, -1.65, -0.77)
Ge (0.82, -1.50, 0.49)
O (-0.12, -2.69, 1.59)
C (0.23, -4.07, 1.81)
C (1.73, -4.25, 1.66)
C (-0.50, -4.94, 0.79)
C (-0.21, -4.42, 3.22)
O (-1.48, -0.51, 2.44)
C (-2.11, 0.08, 3.54)
C (-1.07, 0.22, 4.66)
C (-2.69, 1.45, 3.18)
C (-3.24, -0.85, 4.03)
H (-2.20, -0.71, -3.42)
H (-2.63, -1.90, -2.15)
H (-2.35, -0.20, -1.72)
H (-0.22, -2.29, -4.05)
H (0.94, -2.73, -2.78)
H (-0.71, -3.38, -2.74)
H (0.18, 0.21, -3.51)
H (-0.04, 0.76, -1.84)
H (1.34, -0.27, -2.26)
H (2.04, -4.06, 0.63)
H (2.26, -3.56, 2.32)
H (2.02, -5.27, 1.92)
H (-0.25, -4.62, -0.22)
H (-0.23, -5.99, 0.91)
H (-1.59, -4.85, 0.92)
H (0.32, -3.80, 3.95)
H (-1.29, -4.25, 3.33)
H (0.00, -5.47, 3.43)
H (-0.35, 1.00, 4.40)
H (-1.57, 0.49, 5.59)
H (-0.54, -0.72, 4.80)
H (-1.87, 2.11, 2.88)
H (-3.38, 1.35, 2.34)
H (-3.21, 1.88, 4.03)
H (-2.84, -1.83, 4.27)
H (-3.70, -0.42, 4.93)
H (-4.00, -0.95, 3.26)
C (3.58, 1.19, 3.81)
C (3.86, 2.29, 2.80)
C (5.27, 2.83, 3.00)
C (2.83, 3.40, 2.89)
O (3.86, 1.71, 1.47)
Si (2.76, 1.43, 0.32)
S (0.95, 0.62, 1.26)
O (2.20, 2.77, -0.37)
C (2.51, 3.63, -1.48)
C (1.65, 4.86, -1.30)
C (3.99, 3.99, -1.43)
C (2.18, 2.91, -2.78)
O (3.32, 0.31, -0.72)
C (4.58, -0.37, -0.97)
C (5.78, 0.45, -0.51)
C (4.54, -1.70, -0.23)
C (4.64, -0.58, -2.48)
H (3.57, 1.60, 4.82)
H (4.36, 0.42, 3.76)
H (2.62, 0.71, 3.62)
H (5.37, 3.26, 4.00)
H (5.48, 3.61, 2.26)
H (6.00, 2.03, 2.89)
H (2.85, 3.85, 3.88)
H (1.82, 3.02, 2.70)
H (3.04, 4.17, 2.15)
H (1.94, 5.41, -0.40)
H (0.60, 4.58, -1.22)
H (1.77, 5.53, -2.16)
H (4.24, 4.44, -0.47)
H (4.23, 4.70, -2.22)
H (4.61, 3.10, -1.57)
H (1.11, 2.71, -2.83)
H (2.72, 1.96, -2.84)
H (2.46, 3.53, -3.63)
H (5.75, 0.61, 0.56)
H (5.78, 1.43, -1.00)
H (6.70, -0.07, -0.77)
H (4.38, -1.52, 0.84)
H (5.47, -2.24, -0.36)
H (3.72, -2.32, -0.61)
H (4.67, 0.38, -2.99)
H (3.77, -1.14, -2.82)
H (5.54, -1.15, -2.74)
C (-6.00, 1.60, -1.75)
C (-6.13, 0.67, -2.92)
C (-6.33, 1.21, -4.17)
C (-6.41, 0.42, -5.32)
Cl (-6.69, 1.16, -6.82)
C (-6.26, -0.99, -5.27)
C (-6.06, -1.56, -4.07)
C (-6.04, -0.77, -2.87)
O (-5.90, -1.52, -1.82)
C (-6.16, -1.16, -0.44)
C (-4.80, -1.04, 0.30)
O (-4.41, 0.07, 0.61)
O (-4.24, -2.18, 0.46)
H (-5.66, 2.57, -2.11)
H (-5.30, 1.24, -0.99)
H (-6.97, 1.75, -1.27)
H (-6.41, 2.28, -4.26)
H (-6.31, -1.58, -6.17)
H (-5.95, -2.63, -3.96)
H (-6.68, -2.02, -0.03)
H (-6.74, -0.26, -0.34)

Summary:
2S+1	4
charge	+1
gap between HOMO and LUMO (alpha / beta)	7.2 / 4.5	eV
energy relative to the best compared isomer or geometry (same formula, charge and spin)	1.141	eV
total energy	-5332.15695	a.u.